Molecular formula: C2H3FO
Method: DFT, wB97M-V/def2-TZVPD

The energy relative to the best compared isomer or geometry (same formula, charge and spin) is 33.8 kcal per mole. As for the LUMO energy: 0.68 eV. As for the total charge: 0. The multiplicity is 1.

Positions of all 7 atoms, in Å:
O: -1.824728 -0.037623 -0.232017
C: -0.708694 -0.503624 -0.042576
C: 0.465007 0.441071 -0.001082
F: 1.518705 -0.395697 -0.244296
H: -0.433315 -1.585338 0.329000
H: 0.469000 1.203145 -0.823777
H: 0.514025 0.878068 1.014750

Forces on atoms 1 to 3 (eV/Å):
1.519 -1.702 0.114
-1.934 1.079 1.035
-0.199 -0.165 -0.876

Electronic structure analysis, Löwdin charges in units of e: 0.0372, -0.2236, -0.1833, -0.0640, 0.1580, 0.1426, 0.1332


Molecular formula: C2H3FO
Method: DFT, wB97M-V/def2-TZVPD

The energy relative to the best compared isomer or geometry (same formula, charge and spin) is 30.1 kcal per mole. As for the LUMO energy: 0.91 eV. As for the total charge: 0. The multiplicity is 1.

Positions of all 7 atoms, in Å:
O: 0.983407 -0.383095 -1.568611
C: 0.165350 0.149870 -0.889093
C: -0.109227 -0.154441 0.629640
F: -1.137659 0.599015 1.212466
H: -0.439973 1.009894 -1.288205
H: -0.275673 -1.251472 0.768328
H: 0.813775 0.030229 1.135475

Forces on atoms 1 to 3 (eV/Å):
0.316 -0.606 0.212
-1.332 1.324 1.053
-0.148 -1.111 -0.915

Electronic structure analysis, Löwdin charges in units of e: 0.0659, -0.2355, -0.1393, -0.0597, 0.1286, 0.1336, 0.1064


Molecular formula: C2H3FO2PV
Method: DFT, wB97M-V/def2-TZVPD

The energy relative to the best compared isomer or geometry (same formula, charge and spin) is 33.4 kcal per mole. As for the LUMO energy (alpha / beta): 3.42 / 3.34 eV. As for the total charge: -1. The multiplicity is 4.

Positions of all 10 atoms, in Å:
P: 1.793525 -0.747003 -0.283135
F: 1.841861 0.686980 1.379432
O: -0.743167 -1.131281 0.429019
C: -1.864574 -0.854764 -0.297616
H: -2.341982 -1.684218 -0.831228
H: 1.073949 -0.838974 -1.513342
C: -2.242593 0.433760 -0.476062
O: -1.453887 1.452625 -0.106777
V: 0.018080 0.626380 0.759547
H: -3.207761 0.665783 -0.947364

Forces on atoms 1 to 3 (eV/Å):
-0.792 -0.349 -1.423
-0.608 1.883 1.918
-1.374 0.572 -0.003

Atom charges from the Löwdin analysis, given in e for atoms 1 to 8: 0.5319, -0.7265, -0.4531, -0.3322, 0.0866, -0.2886, -0.3645, -0.3333


Molecular formula: C2H3FS2
Method: DFT, wB97M-V/def2-TZVPD

The energy relative to the best compared isomer or geometry (same formula, charge and spin) is 45.5 kcal per mole. As for the LUMO energy: -0.15 eV. As for the total charge: 0. The multiplicity is 1.

Positions of all 8 atoms, in Å:
C: 0.451684 -0.084113 -2.134379
C: 0.397686 -1.193904 -1.413607
S: 0.224465 -2.523785 -0.633800
H: -0.315170 0.634819 -2.016111
H: 1.423637 0.147931 -2.470703
F: -1.112772 2.173587 2.818578
S: -1.168060 0.511418 2.760255
H: 0.098531 0.334047 3.089767

Forces on atoms 1 to 3 (eV/Å):
0.247 -1.889 1.656
-0.590 0.731 -0.671
0.149 0.001 0.018

Electronic structure analysis, Löwdin charges in units of e: -0.0652, -0.7753, 0.7450, 0.0507, 0.0448, -0.5660, 0.7408, -0.1747


Molecular formula: C2H3FS3
Method: DFT, wB97M-V/def2-TZVPD

The energy relative to the best compared isomer or geometry (same formula, charge and spin) is 1.5 kcal per mole. As for the LUMO energy: -0.08 eV. As for the total charge: 0. The multiplicity is 1.

Positions of all 9 atoms, in Å:
C: -2.789806 -0.163470 0.395438
C: 1.635996 0.423139 0.129207
F: 0.457679 0.575353 0.657770
S: -2.521839 0.854415 -0.764348
S: -3.208813 -1.079507 1.552993
S: 1.761344 -1.134079 -1.033054
H: 1.877412 1.366491 -0.452333
H: 2.361771 0.154418 0.936161
H: 0.426257 -0.996758 -1.421835

Forces on atoms 1 to 3 (eV/Å):
-0.197 1.122 -0.963
3.253 -0.706 -1.698
-2.613 -0.011 1.032

Atom charges from the Löwdin analysis, given in e for atoms 1 to 8: -1.4280, -0.5637, -0.0817, 0.7016, 0.7464, 0.6052, 0.0938, 0.0733


Molecular formula: C2H3I2NO
Method: DFT, wB97M-V/def2-TZVPD

The energy relative to the best compared isomer or geometry (same formula, charge and spin) is 92.4 kcal per mole. As for the LUMO energy (alpha / beta): -0.62 / -0.62 eV. As for the total charge: 0. The multiplicity is 1.

Positions of all 9 atoms, in Å:
C: -1.605295 0.352019 0.575469
O: -0.515954 -0.116274 -0.262271
N: 0.734248 0.272035 0.276136
C: 1.821087 -0.324523 -0.629635
I: 3.742747 -0.298855 0.334391
I: 1.388992 -1.271421 -2.453615
H: -1.692482 1.397401 0.434040
H: -1.387947 0.091903 1.602378
H: -2.485396 -0.102284 0.123107

Forces on atoms 1 to 3 (eV/Å):
0.997 -0.666 -1.002
1.106 0.469 0.423
3.987 -3.889 -5.045

Atom charges from the Löwdin analysis, given in e for atoms 1 to 8: -0.0618, -0.3448, -0.0650, -1.2532, 0.6971, 0.7914, 0.0646, 0.0809


| no. | DFT total energy (Eh) |
| --- | --- |
| 1 | -253.0734 |
| 2 | -253.0792 |
| 3 | -1613.6842 |
| 4 | -974.1466 |
| 5 | -1372.3976 |
| 6 | -803.2434 |